Entry from OMol25: C2H4N2S2 in the gas phase (ωB97M-V with the def2-TZVPD basis set).

Values from the calculation:
- energy above the lowest of the compared OMol25 structures with the same formula, charge and spin (kcal/mol) = 42.7
- HOMO level (eV) = -9.05

The geometry in ORCA input format:
```
! RIJCOSX wB97M-V def2-TZVPD def2/J DEFGRID3
* xyz 0 1
C 1.197 -0.675 -0.065
C -1.180 -0.679 -0.079
H 0.838 1.727 0.317
H -0.849 1.723 0.246
H 1.014 -1.772 -0.082
H -1.008 -1.740 -0.068
N -0.008 1.390 -0.194
N -0.007 -0.001 -0.077
S 2.673 0.015 -0.001
S -2.670 0.011 0.002
*
```

Entry from OMol25: a molecular structure, CH2N7 (ωB97M-V with the def2-TZVPD basis set).

Values from the calculation:
- energy above the lowest of the compared OMol25 structures with the same formula, charge and spin (kcal/mol) = 60.7
- HOMO level (eV) = -4.57

The geometry in ORCA input format:
```
! RIJCOSX wB97M-V def2-TZVPD def2/J DEFGRID3
* xyz -1 1
C -0.824 -0.491 0.912
N -1.067 -0.796 -0.357
N -0.915 0.766 1.218
N -1.176 0.447 -0.785
N -1.091 1.397 0.121
N 1.395 -0.042 -1.446
N 1.646 -0.146 -0.291
N 1.781 -0.042 0.808
H 0.822 0.335 -2.020
H -0.572 -1.429 1.840
*
```

Entry from OMol25: C8H4Cl4N2 in the gas phase (ωB97M-V with the def2-TZVPD basis set).

Values from the calculation:
- energy above the lowest of the compared OMol25 structures with the same formula, charge and spin (kcal/mol) = 22.9
- HOMO level (spin up / spin down) (eV) = -9.56 / -9.56

The geometry in ORCA input format:
```
! RIJCOSX wB97M-V def2-TZVPD def2/J DEFGRID3
* xyz 0 1
C 1.313 -2.455 0.709
C 0.532 2.494 -0.969
C -1.524 -0.136 0.810
C -0.858 -1.281 0.866
C -1.237 0.980 -0.141
C 1.211 0.231 -0.573
C 0.238 -1.780 0.072
C 0.288 1.298 -0.053
N 2.278 -2.969 1.071
N 0.557 3.257 -1.824
Cl -1.724 0.485 -1.738
Cl 2.766 0.330 0.094
Cl -0.255 -2.478 -1.385
Cl 0.501 1.685 1.595
H -2.104 0.303 1.598
H -1.305 -1.971 1.552
H -1.896 1.807 -0.018
H 1.218 0.200 -1.664
*
```

Entry from OMol25: C4H11NO2 in the gas phase (ωB97M-V with the def2-TZVPD basis set).

Values from the calculation:
- energy above the lowest of the compared OMol25 structures with the same formula, charge and spin (kcal/mol) = 25.9
- HOMO level (eV) = -9.54

The geometry in ORCA input format:
```
! RIJCOSX wB97M-V def2-TZVPD def2/J DEFGRID3
* xyz 0 1
C -1.790 0.597 0.015
O -2.836 -0.302 0.385
C -0.446 -0.110 -0.098
C 0.618 0.816 -0.671
C 1.923 0.106 -0.996
O 2.687 -0.279 0.159
N 0.007 -0.679 1.173
H -2.056 1.049 -0.946
H -1.736 1.403 0.742
H -3.049 -0.817 -0.392
H -0.604 -0.972 -0.754
H 0.795 1.632 0.034
H 0.293 1.279 -1.602
H 2.576 0.711 -1.620
H 1.697 -0.819 -1.544
H -0.362 -1.565 1.348
H 2.004 -0.591 0.780
H -0.175 -0.071 1.959
*
```

Entry from OMol25: C22H23N3O3 in the gas phase (ωB97M-V with the def2-TZVPD basis set).

Values from the calculation:
- energy above the lowest of the compared OMol25 structures with the same formula, charge and spin (kcal/mol) = 429.5
- HOMO level (eV) = -8.18

The geometry in ORCA input format:
```
! RIJCOSX wB97M-V def2-TZVPD def2/J DEFGRID3
* xyz 0 1
C -0.773 -2.926 -2.559
C 0.274 -1.825 -2.202
H 1.018 -1.548 -3.009
H -0.387 -0.922 -2.094
C 0.885 -2.318 -1.040
N 0.210 -1.610 0.332
C 0.535 -0.428 0.881
O 0.035 0.285 1.519
C 1.719 0.387 -0.083
C 1.573 1.204 -0.985
C 2.547 2.172 -1.624
O 2.358 2.863 -2.653
N 3.892 1.497 -1.278
C 4.182 0.895 -0.117
C 5.469 0.580 0.132
C 5.676 -0.321 1.405
C 4.747 -1.142 1.960
C 3.373 -0.837 1.591
C 3.215 0.217 0.410
H 2.574 -1.263 2.115
H 4.888 -1.672 2.618
H 6.647 -0.352 1.753
H 6.273 1.250 -0.170
H 4.570 2.228 -1.434
H 0.532 1.638 -1.560
C -0.740 -2.182 0.950
H -0.750 -2.152 2.025
H -0.676 -3.118 0.783
C -2.293 -1.824 0.551
O -2.880 -2.608 -0.099
N -2.495 -0.399 0.700
C -3.659 0.225 0.263
C -4.546 -0.182 -0.490
C -5.681 0.438 -0.881
C -5.835 1.762 -0.311
C -4.816 2.499 0.620
C -3.737 1.535 0.780
C -2.770 2.078 2.208
H -3.051 3.116 2.248
H -2.867 1.570 2.936
H -1.678 2.001 1.692
H -5.111 3.355 1.249
H -6.742 2.405 -0.554
H -6.438 0.046 -1.532
H -4.568 -1.146 -1.002
H -1.654 -0.080 1.292
H 0.951 -3.332 -0.687
H 2.028 -1.951 -0.914
H -1.267 -2.564 -3.689
H -0.406 -3.789 -2.741
H -1.582 -3.047 -1.959
*
```

Entry from OMol25: 7 unconnected molecules or ions with the total composition C30H40Br2N4O2 (ωB97M-V with the def2-TZVPD basis set).

Values from the calculation:
- energy above the lowest of the compared OMol25 structures with the same formula, charge and spin (kcal/mol) = 6.9
- HOMO level (eV) = -9.24

The geometry in ORCA input format:
```
! RIJCOSX wB97M-V def2-TZVPD def2/J DEFGRID3
* xyz 0 1
Br -2.834 1.346 4.969
C -1.007 1.673 5.554
C -0.858 2.752 6.580
Br -1.874 2.333 8.240
H -0.422 1.937 4.671
H -0.612 0.727 5.916
H -1.292 3.710 6.292
H 0.157 3.049 6.842
N -1.509 -3.111 -4.879
C -0.463 -3.923 -4.673
C 0.439 -3.749 -3.642
C 0.378 -2.597 -2.859
C -0.741 -1.787 -3.029
C -1.647 -2.095 -4.036
H -0.310 -4.697 -5.414
H 1.312 -4.387 -3.580
H 1.018 -2.387 -2.014
H -0.843 -0.878 -2.448
H -2.520 -1.460 -4.152
N -1.708 0.434 -0.509
C -0.679 1.250 -0.725
C 0.209 1.629 0.287
C 0.109 1.038 1.526
C -0.924 0.127 1.729
C -1.846 -0.097 0.715
H -0.664 1.769 -1.676
H 0.923 2.398 0.023
H 0.832 1.158 2.323
H -1.149 -0.353 2.672
H -2.717 -0.724 0.835
N 3.370 -0.791 -2.760
C 2.676 0.216 -3.235
C 2.625 1.492 -2.680
C 3.274 1.648 -1.468
C 4.153 0.655 -1.033
C 4.174 -0.560 -1.709
H 1.984 0.000 -4.047
H 1.933 2.231 -3.055
H 3.214 2.591 -0.937
H 4.789 0.707 -0.158
H 4.833 -1.357 -1.394
N 1.958 3.898 3.145
C 2.491 3.207 2.128
C 3.286 2.103 2.312
C 3.585 1.713 3.607
C 2.904 2.314 4.658
C 2.095 3.408 4.388
H 2.196 3.561 1.148
H 3.671 1.581 1.444
H 4.179 0.841 3.850
H 3.047 1.949 5.667
H 1.566 4.044 5.085
C -1.281 -4.805 3.257
C -2.596 -4.865 2.466
C -2.625 -3.481 1.824
O -2.098 -2.633 2.839
C -1.043 -3.285 3.513
H -0.472 -5.194 2.638
H -1.271 -5.322 4.214
H -3.455 -5.056 3.102
H -2.477 -5.599 1.668
H -3.594 -3.048 1.573
H -2.020 -3.431 0.908
H -1.182 -3.073 4.574
H -0.066 -2.987 3.119
C -0.672 1.955 -4.987
C -1.958 2.113 -4.132
C -3.046 2.006 -5.170
O -2.585 0.972 -6.024
C -1.163 0.896 -5.985
H 0.089 1.658 -4.270
H -0.419 2.868 -5.525
H -1.901 3.046 -3.569
H -2.091 1.259 -3.466
H -3.226 2.917 -5.759
H -4.014 1.745 -4.736
H -0.736 0.890 -6.988
H -0.862 -0.079 -5.580
*
```

Question: Which formula does entry 3 have?
Answer: C8H4Cl4N2